DFT (the ωB97M-V functional and the def2-TZVPD basis) results for a molecular structure, C35H23BrN5NaOS2 at a distorted geometry.

CARTESIAN COORDINATES (ANGSTROEM)
Na: 0.17747 -0.31301 0.13546
Br: 7.39348 -2.95244 -0.99641
C: 5.54897 -2.41245 -1.00357
C: 4.81503 -2.58286 -2.16748
C: 3.47910 -2.18949 -2.13690
C: 2.89647 -1.64967 -1.00307
O: 1.59844 -1.22868 -1.00210
C: 3.66073 -1.44379 0.18649
C: 3.19191 -0.88357 1.40628
N: 1.99054 -0.37502 1.62301
C: 1.60402 0.03877 2.85057
C: 2.35647 -0.06146 4.03954
C: 1.82464 0.26218 5.28349
C: 0.52574 0.70305 5.42044
C: -0.26349 0.88547 4.26329
C: -1.59225 1.35083 4.31757
C: -2.28372 1.59127 3.15728
C: -1.63467 1.37262 1.93912
N: -0.41251 0.88813 1.84862
C: 0.27788 0.61277 2.97226
C: 5.01423 -1.86955 0.13459
H: 5.26091 -2.99630 -3.05984
H: 2.87217 -2.30277 -3.02547
H: 3.93975 -0.90753 2.20443
H: 3.37154 -0.43331 4.00331
H: 2.44487 0.14830 6.16681
H: 0.10310 0.91202 6.39716
H: -2.04864 1.51407 5.28820
H: -3.30669 1.94473 3.17197
H: -2.12883 1.60255 1.00020
H: 5.62397 -1.75469 1.02126
C: 0.05998 5.14566 -1.27153
C: -0.49226 4.51487 -2.38366
C: -0.33582 3.15646 -2.58612
C: 0.37501 2.36536 -1.65139
C: 0.96928 3.02934 -0.55360
C: 0.80208 4.38453 -0.36638
N: 0.51256 1.00962 -1.70520
N: -0.10746 0.42077 -2.71580
C: -0.10898 -0.94147 -2.69860
C: -1.02394 -1.58664 -3.56140
C: -1.18171 -2.95363 -3.57573
C: -0.41705 -3.76037 -2.73465
C: 0.51789 -3.16645 -1.90370
C: 0.69293 -1.79452 -1.88793
H: -0.09477 6.20532 -1.10318
H: -1.05567 5.10365 -3.10140
H: -0.76536 2.66881 -3.45097
H: 1.53655 2.42849 0.14837
H: 1.24633 4.86481 0.49896
H: -1.64078 -0.95097 -4.18496
H: -1.91908 -3.40713 -4.22916
H: -0.56882 -4.83160 -2.70160
H: 1.11116 -3.76808 -1.22615
S: -0.99835 -3.16264 1.54743
C: -2.12349 -2.16648 0.83762
N: -1.92890 -1.22818 -0.05346
C: -3.07719 -0.57033 -0.42756
C: -3.15659 0.47461 -1.35081
C: -4.38260 1.06638 -1.61124
C: -5.54322 0.63678 -0.97101
C: -5.48751 -0.40605 -0.05430
C: -4.26401 -1.00144 0.20820
S: -3.88862 -2.30081 1.29927
H: -2.25468 0.80357 -1.85457
H: -4.43468 1.87874 -2.32720
H: -6.49105 1.11741 -1.18679
H: -6.38186 -0.74858 0.45366

Atomic forces in eV per Å
-0.2969 0.0178 0.4205
-0.0558 0.0138 0.0142
0.1515 -0.0783 -0.1164
0.0540 0.0160 0.1154
-0.1511 0.0811 -0.0214
0.3175 0.0325 -0.0800
0.9198 -0.9764 -0.4861
-0.1076 -0.0677 -0.1408
0.1607 0.0112 0.2668
-0.1071 0.1222 -0.0172
0.3010 -0.1130 0.1367
0.1391 -0.0702 -0.1859
-0.3334 0.1303 0.0570
0.2364 -0.1125 0.2633
-0.0160 0.0411 -0.2831
0.0351 -0.0032 -0.1599
-0.0307 0.0335 0.2432
0.1790 0.0007 -0.1292
-0.4442 0.4558 0.6546
-0.1078 0.1328 0.4139
-0.1352 0.0517 0.0248
-0.0145 -0.0075 -0.0076
-0.0219 -0.0049 0.0141
-0.0130 0.0179 -0.0454
-0.0407 -0.0272 -0.0169
0.0073 -0.0232 -0.0007
-0.0090 0.0208 -0.0248
-0.0130 0.0288 0.0012
0.0026 0.0096 -0.0270
-0.0445 -0.0438 0.0296
0.0031 0.0122 0.0020
-0.0530 0.0442 -0.0156
0.0754 0.1182 0.0912
-0.0140 -0.1586 -0.0307
-0.0353 0.4068 -0.2365
-0.0303 -0.1035 -0.0377
0.0106 0.0461 -0.0216
-0.1019 -0.0431 -0.0553
-0.1762 0.6053 -0.3166
0.4089 -0.3544 0.1840
0.0255 0.0218 0.0310
0.0084 -0.0790 -0.0120
0.0040 -0.0120 -0.0118
0.0273 -0.0390 0.1257
-0.2238 -0.0897 -0.6633
0.0339 0.0021 -0.0292
-0.0184 -0.0344 -0.0137
-0.0186 -0.0160 0.0416
-0.0330 0.0066 0.0311
0.0069 -0.0308 0.0108
0.0321 0.0429 0.0109
-0.0153 0.0426 -0.0051
0.0207 0.0009 -0.0085
0.0028 0.0282 0.0169
0.4013 -0.3507 0.3163
-0.7831 0.1432 -0.0699
-0.2798 0.1738 -0.1965
-0.4014 -0.1391 0.1146
0.1495 -0.0290 0.0049
0.0097 0.0007 -0.0187
-0.0646 0.0000 0.0160
-0.0008 0.0358 -0.0288
0.0382 -0.0768 0.0582
0.4202 0.1134 -0.1773
-0.0022 0.0186 -0.0221
0.0149 0.0014 0.0125
0.0063 -0.0130 0.0086
-0.0096 0.0147 -0.0184

LUMO energy (spin up / spin down) ... 3.8 / 3.8 eV
E_tot ... -142297.9351 eV
Charge ... -2
Frontier orbital gap (spin up / spin down) ... 0.15820 / 0.14456 Ha
HOMO energy (spin up / spin down) ... -0.47 / -0.10 eV

***

DFT (the ωB97M-V functional and the def2-TZVPD basis) results for C3H4N2O in the gas phase.

CARTESIAN COORDINATES (ANGSTROEM)
O: -2.05652 0.15585 0.25702
C: -0.70088 0.11588 0.09849
C: 0.45048 0.85012 0.37366
C: 1.51343 0.01846 -0.16516
N: 1.05552 -1.08481 -0.70108
N: -0.28259 -1.01078 -0.57878
H: -2.45084 0.91885 0.69869
H: 0.60410 1.81476 0.86116
H: 2.59825 0.13764 -0.24951
H: -0.73095 -1.91599 -0.59449

Atomic forces in eV per Å
0.2726 0.0791 0.0836
0.5548 -0.6366 -0.3573
0.2063 -0.3837 -0.2660
-0.2319 0.1809 -0.1074
0.0940 0.2448 0.1307
-0.1806 0.0138 0.5675
0.7685 0.0326 -0.0559
-0.4073 -0.4702 -0.2586
-0.5675 0.4906 0.4046
-0.5089 0.4486 -0.1411

LUMO energy ... 0.6 eV
E_tot ... -8202.4771 eV
Charge ... 0
Frontier orbital gap ... 0.34737 Ha
HOMO energy ... -8.87 eV

***

DFT (the ωB97M-V functional and the def2-TZVPD basis) results for 2 unconnected molecules or ions with the total composition C3H8N2O at a distorted geometry.

CARTESIAN COORDINATES (ANGSTROEM)
C: -1.06716 -2.47299 -0.12586
C: -1.09356 -1.90072 1.11748
N: -1.15833 -0.53420 1.21191
H: -0.84953 -1.75718 -0.96375
H: -1.22179 -3.48751 -0.42594
H: -1.42869 -2.34313 2.05126
H: -0.89870 0.02801 0.42172
H: -0.85220 -0.00675 2.12019
N: 0.97660 2.61128 -0.81940
C: 1.87179 1.48692 -0.95140
O: 1.51987 0.49610 -1.48111
H: 1.22108 3.37987 -0.39466
H: 0.08525 2.70961 -1.30720
H: 2.89537 1.79068 -0.45323

Atomic forces in eV per Å
0.6633 1.8070 0.6757
-1.2753 -0.7308 -2.0029
0.9972 2.9025 2.9568
-0.2108 -0.8280 0.7702
-0.0005 -0.4284 0.4614
0.5071 -0.6276 -0.1967
0.1347 -0.2030 -0.3810
-0.7636 -1.8844 -2.3077
-0.8387 -5.6615 -2.8409
-0.7832 4.3379 1.4279
0.3637 -1.6831 -0.6024
2.0905 4.8004 2.8234
0.6077 -0.7867 0.0871
-1.4921 -1.0144 -0.8710

LUMO energy ... 0.9 eV
E_tot ... -8266.9195 eV
Charge ... 0
Frontier orbital gap ... 0.31725 Ha
HOMO energy ... -7.77 eV

***

DFT (the ωB97M-V functional and the def2-TZVPD basis) results for 9 unconnected molecules or ions with the total composition C4H25NO11 at a distorted geometry.

CARTESIAN COORDINATES (ANGSTROEM)
C: -0.63584 -3.01711 0.84859
N: 0.32525 -2.22398 1.59613
C: 0.86905 -0.97959 1.00036
C: 1.92066 -0.47273 1.99009
O: 1.86161 0.90484 2.28620
C: 1.48686 -1.34400 -0.33653
O: 1.78656 -2.45000 -0.67512
O: 1.61869 -0.33912 -1.20491
H: -0.24744 -4.02882 0.73393
H: -0.53184 -2.80687 -0.23199
H: -1.66334 -2.93626 1.18606
H: 1.17676 -2.70583 1.80662
H: 0.08639 -0.24504 0.93158
H: 2.95298 -0.78866 1.79244
H: 1.74731 -1.01727 2.90540
H: 1.94712 1.38884 1.46779
H: 1.42111 0.57939 -0.93320
O: -3.00159 1.66369 1.77014
H: -2.80711 0.84946 2.22786
H: -3.76098 1.31667 1.24181
O: -1.09152 1.74248 -2.27330
H: -0.16944 1.77124 -2.53464
H: -1.57984 1.90621 -3.06678
O: -1.06991 3.36948 0.76907
H: -1.71738 2.84261 0.28880
H: -0.98981 2.92563 1.64105
O: -1.71794 -0.56358 3.08503
H: -1.89367 -0.83453 4.01870
H: -1.02094 -1.13087 2.80093
O: -1.03022 -1.12794 -3.87485
H: -1.90806 -0.78668 -3.63675
H: -0.34272 -0.60551 -3.59859
O: 3.45795 1.59873 -3.05116
H: 3.54338 1.52956 -2.04770
H: 3.18292 0.72941 -3.35360
O: -4.46344 -0.94101 -0.15003
H: -4.06310 -0.24455 -0.74693
H: -3.94828 -1.64974 0.23162
O: 1.61719 2.14459 -0.88639
H: 1.58930 2.32194 -1.84994
H: 0.96518 2.74179 -0.41882

Atomic forces in eV per Å
1.4590 -0.1934 -1.9557
-0.1738 1.3686 0.7328
0.0003 -1.5985 0.4298
0.6323 -0.0534 0.5397
-0.2150 -0.2202 0.1402
-0.5514 1.0189 -0.7599
0.3343 -0.4863 0.3386
0.4465 -0.5158 -0.8633
-0.4908 -0.3876 0.9290
-0.7105 0.5889 0.2466
0.0455 -0.0919 0.1900
-0.0721 -1.0532 0.1978
-0.3400 0.4694 -0.3526
-0.0327 0.1678 -0.8155
-0.4911 0.2033 0.5808
0.1987 0.3182 -0.3256
-0.1453 0.0061 0.6607
-1.5567 -0.4936 -1.1253
0.8551 -0.5881 0.7682
0.5992 0.8144 0.3731
0.2439 -0.2063 0.7948
-0.0158 -0.0574 -0.0843
-0.4584 0.2338 -0.7889
0.9452 -0.2060 0.3921
-0.0495 -0.1049 0.2742
-0.3916 0.3658 -0.8588
-1.4475 0.4960 1.7293
0.1909 0.4063 -1.1806
1.3007 -1.0569 -0.5621
-3.0562 -2.4588 -1.4548
0.9894 0.1612 0.1232
2.0714 2.1992 1.3942
-0.0774 0.3044 1.9463
-0.0474 -0.1167 -2.0798
0.0685 -0.2509 0.1780
-1.0815 1.7392 -0.8153
0.1741 -2.0760 1.3495
0.9766 0.4224 -0.5287
-0.9407 1.2204 0.2817
0.3003 0.3414 0.7525
0.5136 -0.6296 -0.7923

LUMO energy ... -0.2 eV
E_tot ... -28565.5732 eV
Charge ... 0
Frontier orbital gap ... 0.35271 Ha
HOMO energy ... -9.81 eV

***

DFT (the ωB97M-V functional and the def2-TZVPD basis) results for a molecular structure, C14H21BiClSi at a distorted geometry.

CARTESIAN COORDINATES (ANGSTROEM)
C: -2.14857 -1.41630 -1.46139
C: -1.48112 -1.59938 -2.72964
C: -1.24518 -0.32198 -3.28266
H: -1.28184 -2.55835 -3.20891
C: -1.75931 0.66258 -2.39936
C: -2.33815 0.00973 -1.28382
H: -2.92391 0.47666 -0.49153
H: -2.58641 -2.20241 -0.84504
H: -0.77288 -0.12405 -4.24384
H: -1.76144 1.74000 -2.57887
Bi: 0.21826 -1.17497 -0.19533
Cl: 0.78706 -3.32152 0.90610
C: 3.06566 -0.30785 -1.14706
C: 2.71771 0.93199 -1.76570
C: 2.24156 0.65519 -3.07592
H: 2.83543 1.92406 -1.32274
C: 2.31352 -0.75008 -3.28713
C: 2.81130 -1.35539 -2.09729
H: 3.05602 -2.40992 -1.96161
H: 3.55924 -0.43207 -0.18135
H: 1.91351 1.39280 -3.80558
H: 2.06578 -1.26942 -4.21050
C: -2.35354 0.95222 2.35156
Si: -0.52204 0.69317 2.66769
C: 0.13455 1.99585 3.86362
C: -0.33082 -1.03650 3.37472
C: 0.44229 0.75696 1.05023
H: -2.89195 0.99293 3.31044
H: -2.77327 0.12375 1.76291
H: -2.54800 1.89147 1.81425
H: -0.36127 1.91777 4.84226
H: 1.21458 1.88163 4.03898
H: -0.03729 3.01848 3.49513
H: -0.82174 -1.78040 2.73084
H: 0.72915 -1.31500 3.45263
H: -0.78451 -1.09149 4.37493
H: 0.08863 1.54493 0.35764
H: 1.52897 0.90493 1.18138

Atomic forces in eV per Å
0.0908 0.2104 -0.6436
-0.6936 0.4800 0.2978
-0.0590 -0.7047 0.4203
0.1371 0.3262 0.2685
-0.3413 -0.2437 0.7091
0.3238 -0.0320 -0.5410
0.3205 -0.1246 -0.2007
-0.0052 0.2080 -0.2304
-0.0536 -0.0703 0.3513
0.0865 -0.4000 0.1284
1.0614 1.5553 -2.8100
0.0898 -0.5745 0.8611
-0.5938 0.2302 -0.1647
-0.1446 -0.3949 -0.2750
0.4226 -0.4413 0.6674
-0.1191 -0.3600 -0.1108
0.3956 -0.0162 0.7944
-0.2630 0.4528 -0.6837
-0.1467 0.3091 -0.0114
-0.1344 0.0345 -0.2646
0.0261 -0.1540 0.1911
-0.0652 0.0824 0.2612
-0.2177 0.1464 0.1258
0.5822 0.1022 -0.7556
-0.1006 0.1011 0.4032
0.0098 0.1273 0.3332
-0.2902 0.1278 0.9292
0.0477 -0.0153 -0.2057
0.1167 0.2175 0.1358
0.0280 -0.2303 0.0921
0.0782 0.0383 -0.1217
-0.2525 -0.0229 -0.1284
0.0427 -0.2884 -0.0102
0.1122 0.1475 0.2200
-0.2427 -0.0189 0.0112
0.1021 -0.1008 -0.1648
0.0521 -0.5057 0.1040
-0.4030 -0.1989 0.0172

LUMO energy ... 2.5 eV
E_tot ... -41098.9861 eV
Charge ... -1
Frontier orbital gap ... 0.22784 Ha
HOMO energy ... -3.65 eV

***

DFT (the ωB97M-V functional and the def2-TZVPD basis) results for a molecular structure, C10H10BrClTl at a distorted geometry.

CARTESIAN COORDINATES (ANGSTROEM)
C: 1.04289 0.06695 -2.19316
C: 1.35900 1.25729 -1.52412
C: 2.18979 0.92322 -0.36742
H: 0.97087 2.26263 -1.71901
C: 2.35608 -0.52348 -0.37631
C: 1.64317 -1.03810 -1.49541
H: 1.45691 -2.11066 -1.67309
H: 0.33042 -0.01926 -3.03360
H: 2.53528 1.60706 0.41668
H: 2.86363 -1.08885 0.40796
Tl: 0.08776 0.08138 0.31754
Br: -0.31103 2.50730 1.17989
C: -2.09745 -0.68767 0.93976
C: -1.56001 -1.82271 0.17831
C: -1.55373 -1.47145 -1.17913
H: -1.12341 -2.70728 0.64676
C: -2.06892 -0.12635 -1.32513
C: -2.41715 0.34996 -0.02222
H: -2.77954 1.34035 0.23773
H: -2.16349 -0.60469 2.02644
H: -1.07727 -2.05396 -1.98192
H: -2.03908 0.49670 -2.22374
Cl: 0.71190 -0.96324 2.39028

Atomic forces in eV per Å
0.0635 -0.7538 -0.5347
0.8205 0.2556 0.6100
0.0896 -0.5803 -0.8609
0.2390 -0.5515 -0.0357
0.3226 0.6818 -0.5777
0.1621 0.0448 -0.2652
0.2338 0.7928 -0.0472
0.6588 0.0520 0.6065
-0.1095 -0.3519 -0.5657
-0.2187 0.1898 -0.4353
-0.4170 0.7929 1.1604
-0.1193 1.1516 0.4798
-0.3262 -0.1726 -1.2310
-0.5030 0.6195 0.7887
-0.3076 0.6867 -0.8537
-0.2947 0.2604 -0.3064
-0.2112 -0.6099 0.6484
-0.1925 -1.1934 -0.2840
0.1093 -0.3145 -0.1519
-0.0749 -0.1127 -0.5173
-0.4401 0.3143 0.4877
-0.1616 -0.4257 0.3265
0.6770 -0.7758 1.5588

LUMO energy ... 2.7 eV
E_tot ... -97790.0174 eV
Charge ... -1
Frontier orbital gap ... 0.26500 Ha
HOMO energy ... -4.53 eV

***

Q: Among the records above, which one has the highest E_tot?
A: C3H4N2O

***

Q: Number 3 is which compound?
A: C3H8N2O